Record 1
Density functional theory data (wB97M-V/def2-TZVPD) for a single C3H2OS molecule at a distorted geometry.

Results
**Structure (SMILES)**: C#CC(=O)S
**Energy above the lowest of the compared OMol25 structures with the same formula, charge and spin**: 0.658 eV
**LUMO level**: 0.00 eV
**Total energy**: -16023.6595 eV
**Frontier orbital gap**: 10.19 eV
**E_HOMO**: -10.2 eV

Each line ends with the Löwdin charge.
CARTESIAN COORDINATES (ANGSTROEM)
C 1.54206 0.58134 1.21469  0.14
O -1.56878 -0.68386 0.46584  0.03
S -0.51031 -0.36560 -1.93301  0.79
H 2.26751 1.06904 1.82772  0.05
H -1.83157 -0.39595 -2.01888  -0.13
C -0.56396 -0.36468 -0.10331  -0.77
C 0.66505 0.15971 0.54696  -0.10



Record 2
Density functional theory data (wB97M-V/def2-TZVPD) for a single C3H2OS4 molecule at a distorted geometry.

Results
**Structure (SMILES)**: O=C(S)C(=S)C(=S)S
**Energy above the lowest of the compared OMol25 structures with the same formula, charge and spin**: 1.431 eV
**LUMO level**: -1.83 eV
**Total energy**: -48529.0405 eV
**Frontier orbital gap**: 7.29 eV
**E_HOMO**: -9.1 eV

Each line ends with the Löwdin charge.
CARTESIAN COORDINATES (ANGSTROEM)
H 3.05706 -1.05096 -0.75892  -0.04
C 1.13251 -0.54389 -0.13185  -0.74
H -3.09222 -0.70262 1.44775  -0.07
S -2.04750 0.30835 -1.60322  0.73
O 0.68578 -1.63446 -0.28870  0.05
C 0.06929 0.69321 -0.05914  -0.82
S 0.68403 2.28732 -0.07004  0.71
S 2.88531 0.13589 0.10765  0.66
S -2.03009 0.20643 1.48664  0.78
C -1.34417 0.30071 -0.13017  -1.26



Record 3
Density functional theory data (wB97M-V/def2-TZVPD) for C3H2OTl as an isolated structure at a distorted geometry.

Results
**2S+1**: 2
**Energy above the lowest of the compared OMol25 structures with the same formula, charge and spin**: 0.598 eV
**<S²>**: 0.771
**LUMO level (alpha / beta)**: -2.25 / -2.42 eV
**Total energy**: -9875.6209 eV
**Frontier orbital gap (alpha / beta)**: 7.53 / 6.62 eV
**E_HOMO (alpha / beta)**: -9.8 / -9.0 eV

Each line ends with the Löwdin charge.
CARTESIAN COORDINATES (ANGSTROEM)
Tl 1.72053 -1.62717 -0.09233  0.88
O 1.58241 0.45393 -0.67256  -0.69
C -0.77656 0.79659 0.10581  0.05
C -1.02213 -0.53012 0.15859  -0.37
H -0.26804 1.43576 -0.77299  0.13
H -0.28632 1.26523 0.96858  0.08
C -0.94990 -1.79421 0.30490  -0.07



Record 4
Density functional theory data (wB97M-V/def2-TZVPD) for a 2-piece molecular cluster, C3H2S overall.

Results
**Energy above the lowest of the compared OMol25 structures with the same formula, charge and spin**: 1.933 eV
**LUMO level**: 0.11 eV
**Total energy**: -13973.8535 eV
**Frontier orbital gap**: 9.97 eV
**E_HOMO**: -9.9 eV

Each line ends with the Löwdin charge.
CARTESIAN COORDINATES (ANGSTROEM)
S 2.51670 0.31586 0.05583  0.64
C -1.12113 -0.45490 0.09200  -0.06
C -0.89984 0.70981 -0.06373  -0.04
H -1.36142 -1.46349 0.25563  0.02
C 1.52120 -0.82701 -0.12529  -0.58
H -0.65551 1.71974 -0.21443  0.02



Record 5
Density functional theory data (wB97M-V/def2-TZVPD) for C3H2S2 as an isolated structure at a distorted geometry.

Results
**Energy above the lowest of the compared OMol25 structures with the same formula, charge and spin**: 1.823 eV
**LUMO level**: -0.43 eV
**Total energy**: -24809.6578 eV
**Frontier orbital gap**: 8.71 eV
**E_HOMO**: -9.1 eV

Each line ends with the Löwdin charge.
CARTESIAN COORDINATES (ANGSTROEM)
S 2.46778 1.40725 -0.00699  0.79
C 1.79461 -0.07726 0.83713  -0.78
H -0.16268 -0.85573 -0.14990  0.09
C 0.38119 0.08144 0.00578  -0.22
S 2.50193 -1.41574 -0.01493  0.83
C 1.63421 0.00604 -0.79443  -0.77
H -0.19112 0.96273 0.03027  0.07



Record 6
Density functional theory data (wB97M-V/def2-TZVPD) for a 12-piece molecular cluster, C3H30O11S2 overall at a distorted geometry.

Results
**Structure (SMILES)**: CCSSC.O.O.O.O.O.O.O.O.O.O.O
**Energy above the lowest of the compared OMol25 structures with the same formula, charge and spin**: 0.000 eV
**LUMO level**: -0.24 eV
**Total energy**: -47790.0494 eV
**Frontier orbital gap**: 8.05 eV
**E_HOMO**: -8.3 eV

Each line ends with the Löwdin charge.
CARTESIAN COORDINATES (ANGSTROEM)
H 1.28310 3.22505 -1.56189  0.06
H -3.16191 -2.68209 -0.45059  0.08
H 2.61463 0.97972 -2.45010  -0.01
O -0.31684 -3.32970 1.12113  -0.04
H 2.02507 0.15340 0.07353  -0.01
C -2.57916 -1.96676 -1.04526  -0.24
H -2.43464 3.30240 -1.44153  0.02
H 0.37680 -0.91074 -1.91055  0.03
H 2.22053 0.75132 -3.98206  0.03
H 3.37787 0.70071 0.60514  0.06
O 1.04999 2.34032 -1.27486  -0.06
H 1.84301 -1.94839 2.55276  0.00
O 2.44780 -2.70450 0.96052  -0.04
H 0.02438 0.29510 1.64735  0.08
O 0.22711 -0.30450 -1.19956  -0.05
O 0.17957 2.13015 3.58833  -0.08
H -1.59688 -1.96808 -0.58267  0.02
H -2.12442 -0.06632 -1.78300  0.04
H 1.81184 1.93090 -0.84779  0.01
H 2.71648 -3.62577 0.91901  0.08
H -0.66458 2.56163 3.59446  0.02
H -1.10648 -2.87162 1.40536  0.05
H -0.35128 3.40118 0.65010  -0.01
H 0.67909 1.75944 2.84966  -0.02
O -0.10902 3.87266 1.45870  -0.06
O 0.91206 0.62267 1.46866  -0.06
H 0.15172 4.69511 1.02054  0.05
H -3.51371 -0.68008 -2.62485  0.08
H -2.62640 3.41558 0.38234  0.01
H 0.07110 0.55446 -1.61897  0.03
O 2.92527 0.40585 -0.18926  -0.06
C -2.47233 2.79678 -0.48432  -0.40
H 1.40109 -2.19599 3.84565  0.05
H -0.42464 -3.63290 -1.29623  0.02
C -3.02996 -0.65234 -1.65129  -0.59
H 0.51843 -2.90466 1.33048  -0.01
H 3.02902 -2.25869 0.32846  0.08
H 1.42334 0.06815 2.08186  0.03
S -4.01278 0.01791 -0.32303  0.48
H -2.41778 -2.69772 -1.86194  0.08
O 2.48821 1.37136 -3.31700  -0.05
H 0.97217 -3.32071 -0.81039  0.00
O 0.40064 -3.22749 -1.57116  -0.05
S -4.18381 2.02303 -0.62572  0.41
H -1.75350 1.99402 -0.35337  0.01
O 1.70979 -1.41987 3.37337  -0.06



Record 7
Density functional theory data (wB97M-V/def2-TZVPD) for a 12-piece molecular cluster, C3H30O12S overall at a distorted geometry.

Results
**Structure (SMILES)**: OCCCS.O.O.O.O.O.O.O.O.O.O.O
**Energy above the lowest of the compared OMol25 structures with the same formula, charge and spin**: 0.000 eV
**LUMO level**: 0.16 eV
**Total energy**: -39004.5601 eV
**Frontier orbital gap**: 9.03 eV
**E_HOMO**: -8.9 eV

Each line ends with the Löwdin charge.
CARTESIAN COORDINATES (ANGSTROEM)
C -0.12160 2.39332 -0.56066  -0.54
H 0.63136 1.29406 3.36779  -0.05
H 1.15406 -2.58840 -1.34597  0.01
H -0.39156 -1.54518 -2.06971  0.00
H -0.56816 -2.89594 0.06075  0.07
H 4.08058 0.78949 2.47567  0.02
H -2.13215 -0.46965 -2.72825  0.01
H 0.36247 1.14373 1.07601  0.08
H -0.23271 -2.20007 3.21286  0.06
H 0.75049 -0.22285 3.18231  0.02
O -1.57338 -0.85310 0.60028  -0.09
H 2.49818 -2.37435 0.89370  0.05
C -1.56892 0.52040 0.31943  -0.24
C -0.15548 1.03538 0.12288  -0.25
H -1.50307 -1.43430 -1.00871  0.02
H 0.84234 -2.27972 2.10177  0.07
H 1.45105 -3.49500 0.59730  -0.01
O -0.06420 -3.59136 -0.45760  -0.09
H -1.02737 2.97316 -0.33714  0.07
H 3.96778 -0.98658 -0.36139  0.09
O 3.33285 0.90071 1.95844  -0.03
H 0.44957 0.26423 -0.46050  0.11
H 2.53160 0.88417 2.53978  0.01
H -0.61346 -3.57993 -1.27592  0.08
H -0.17609 3.44123 3.44153  0.10
H 3.15930 -0.28206 0.77652  0.03
O 3.12738 -1.01289 0.11300  -0.07
O -2.62287 0.27296 -3.13211  -0.07
S 0.16554 2.30325 -2.38485  0.71
H -3.10566 -0.07522 -3.85401  0.05
O 1.37394 -1.75294 -1.78747  -0.07
H -3.52271 1.44394 -2.26438  -0.03
O 1.21227 0.59137 3.52172  -0.06
H -0.97125 -1.08018 1.28510  0.01
H -0.98046 1.65568 -2.80817  -0.15
H 0.67747 3.00088 -0.23563  0.04
H -3.60735 2.15652 -0.90123  0.00
H 1.99790 -1.30036 -1.19797  0.00
O 0.10838 -1.64476 2.53733  -0.08
H -2.20903 0.57030 -0.57916  0.10
H -0.83577 2.82272 2.14096  0.04
H -2.09440 1.07138 1.17795  0.15
O -0.53094 2.60683 3.04025  -0.05
O -1.30169 -1.72378 -1.91906  -0.05
O 1.91403 -3.09226 1.29971  -0.04
O -3.99522 2.14317 -1.77874  -0.08



Record 8
Density functional theory data (wB97M-V/def2-TZVPD) for a 14-piece molecular cluster, C3H31N2O16 overall at a distorted geometry.

Results
**Net charge**: -1
**Energy above the lowest of the compared OMol25 structures with the same formula, charge and spin**: 0.000 eV
**LUMO level**: 2.68 eV
**Total energy**: -39360.8916 eV
**Frontier orbital gap**: 9.76 eV
**E_HOMO**: -7.1 eV

Each line ends with the Löwdin charge.
CARTESIAN COORDINATES (ANGSTROEM)
H -1.46890 -0.93618 -0.15097  0.10
C 0.51378 -0.07146 -0.16997  -0.39
H -1.03936 -1.63833 3.03138  0.01
H 2.94866 0.12478 2.06033  -0.03
O 0.61973 -1.15373 3.24756  -0.07
O -3.03500 -2.88660 -1.35173  -0.07
H -0.45659 -1.61686 -1.51750  0.14
H -1.87263 -2.36069 1.98368  0.00
O 2.48621 1.80006 1.67141  -0.10
H 1.00730 -0.92085 -2.75829  0.04
C 2.50829 -1.42288 -0.90590  -0.67
H 2.45161 0.53872 -0.14550  0.11
O -2.29247 0.63730 1.57050  -0.01
O 0.35695 -0.35551 -3.28092  -0.06
H 1.57419 -1.23573 2.94135  0.04
H -2.83023 -2.14447 -1.96180  -0.01
O 0.34559 1.50617 3.24771  -0.05
H -2.59573 -0.01250 -2.10703  0.03
H -3.02427 0.76233 0.08478  0.03
H 3.19980 2.35709 1.98694  0.08
H 2.19159 2.30122 0.81616  0.04
O 3.50090 -1.71162 -0.22983  0.02
H -0.46444 1.53973 2.70058  0.04
H -0.03120 2.46987 -2.40860  0.00
N 1.83903 -0.18402 -0.41952  0.20
H 0.52559 -0.25739 3.41053  -0.05
H -2.22754 2.18172 -1.39739  0.01
O -3.41410 0.82480 -0.83682  -0.10
H 0.29006 -2.10425 1.39343  0.07
O -1.94454 -1.75237 2.68446  -0.04
H 3.27916 -1.15941 1.43545  -0.03
H -1.44633 0.76818 1.22010  -0.04
O 3.07181 -0.77041 2.24863  -0.01
O 0.85808 2.24094 -2.73875  -0.10
O -1.37317 2.57801 -1.29568  -0.05
H -0.99151 2.02067 -0.59176  0.01
H -4.09679 0.11980 -0.91080  0.09
H -2.34882 -2.98260 -0.72421  -0.03
C -0.41031 -1.25767 -0.37931  -0.17
H -1.31307 -0.55893 -2.92032  -0.02
H 0.52895 -0.58631 -4.16656  0.06
H 1.05018 1.63216 2.61638  -0.02
O 1.90520 3.24531 -0.48739  -0.07
O 1.97896 -1.91148 -1.90184  0.01
O -2.24519 -0.72160 -2.73695  -0.11
O 0.06089 0.97373 0.32718  -0.03
H 0.58417 -3.01403 -0.00405  0.08
N -0.10189 -2.43453 0.48002  0.04
H -2.22285 -0.18347 1.99122  -0.02
H 1.11470 3.71640 -0.33419  0.03
H 0.78483 1.24919 -2.93577  0.03
H 1.67072 2.75771 -1.38050  0.06



Record 9
Density functional theory data (wB97M-V/def2-TZVPD) for a 14-piece molecular cluster, C3H31NO15 overall at a distorted geometry.

Results
**Net charge**: +1
**2S+1**: 2
**Energy above the lowest of the compared OMol25 structures with the same formula, charge and spin**: 0.000 eV
**<S²>**: 0.759
**LUMO level (alpha / beta)**: -5.21 / -9.97 eV
**Total energy**: -35808.0117 eV
**Frontier orbital gap (alpha / beta)**: 8.08 / 3.33 eV
**E_HOMO (alpha / beta)**: -13.3 / -13.3 eV

Each line ends with the Löwdin charge.
CARTESIAN COORDINATES (ANGSTROEM)
H 0.94864 0.18800 -0.15110  0.07
H 3.36885 1.26812 -2.27933  0.08
H 1.38716 2.59671 0.96743  0.01
H -2.88172 0.44878 2.50584  0.01
H -0.32740 2.31936 -4.43619  0.05
C 3.27778 -1.14024 1.75280  -0.08
O -2.44755 2.70183 -1.86451  -0.07
H 2.86030 0.66178 -0.86288  0.02
O -3.08711 -0.47273 2.68808  -0.05
O 2.78676 0.65602 -1.82651  -0.03
H -0.35822 -0.78788 0.00584  0.06
O 1.10150 -2.88132 -0.38284  0.14
H 2.82263 2.59539 0.34277  0.06
H 1.55456 1.61692 3.07988  0.01
H -0.64229 2.66692 1.64708  0.03
C 1.40331 -1.96838 0.35261  -0.42
H -0.80305 -3.28308 2.13147  0.06
H -1.56872 -2.05038 2.65338  0.02
O 2.11363 2.02139 0.64439  -0.07
H 0.97848 -2.51708 -2.16143  0.01
H -2.69926 3.62600 -1.90283  0.04
O -2.68356 -3.19283 0.11770  -0.04
H -2.11919 2.46733 -2.75888  0.00
O -0.68728 -2.35841 2.40562  -0.05
H 0.48243 -0.34074 1.46992  0.09
H 3.09254 -3.03645 0.97324  0.19
O 1.31495 0.90611 3.67451  -0.03
O -1.08153 1.88112 -4.03613  -0.08
H 2.67833 -0.24741 1.97031  0.15
H -2.88945 2.12359 0.59683  0.07
H 0.62144 0.26695 3.47274  0.04
C 0.64727 -0.69473 0.42266  -0.01
H -1.46741 -0.82736 -1.75530  0.04
H -1.76611 1.02249 0.36223  0.02
H 1.10782 0.65555 -2.36191  0.03
H 0.13013 3.36908 2.74111  0.07
H -0.73598 1.14205 -3.47452  -0.01
O -2.22543 1.56400 1.01164  -0.04
O 0.06693 3.31630 1.78184  -0.03
H -0.11299 -2.73496 -3.28837  0.08
H -3.10118 -2.65454 -0.55501  0.03
O 4.44123 -1.37407 1.95907  0.37
H -2.53962 0.18347 -1.34541  0.06
O 0.73803 -2.32221 -3.07713  -0.02
O -2.01048 -0.55114 -1.01211  -0.05
N 2.58769 -2.15315 1.07683  0.22
H 0.46056 -0.66719 -2.69756  0.02
O 0.22111 0.27371 -2.52612  -0.09
H -1.73559 -3.22473 0.00244  0.00
H -3.22292 -1.05798 1.94580  0.02